Density functional theory data (the ωB97M-V functional and the def2-TZVPD basis) for a molecular structure, C15H16FeO5.

2S+1 = 5
E_tot = -60432.238 eV
HOMO-LUMO gap (spin up / spin down) = 0.2133 / 0.2343 Ha
ΔE to the lowest compared entry with this formula, charge and spin = 9.7 kcal/mol

Geometry as XYZ:
```
37
Properties=species:S:1:pos:R:3:mulliken_spin:R:1
C -0.404 -0.764 1.689 0.003
C 1.035 -0.896 1.094 0.018
C 0.805 -1.805 -0.190 0.007
C 1.104 -1.409 -1.612 0.001
O 0.456 -3.004 0.036 0.001
C 1.634 0.478 0.737 -0.014
C 1.179 1.743 1.440 0.001
O 2.641 0.516 0.068 0.004
H -0.256 -0.166 2.629 0.000
H -1.187 -0.267 1.066 0.000
H -0.773 -1.785 1.965 0.003
H 1.926 -0.671 -1.587 0.001
H 1.400 -2.324 -2.176 0.000
H 0.212 -0.944 -2.096 0.000
H 0.644 1.610 2.386 0.000
H 2.073 2.346 1.643 0.000
H 0.527 2.310 0.773 0.000
O 2.774 -2.112 6.529 -0.013
C 3.368 -2.797 5.841 -0.010
Fe 4.528 -3.504 4.712 2.574
C 5.635 -2.061 4.879 0.046
O 6.084 -1.041 5.196 0.018
C 5.224 -4.629 5.837 0.002
O 5.704 -4.678 6.895 0.111
C 2.027 -1.319 2.286 0.001
C 1.502 -2.633 3.146 0.001
C 2.427 -3.655 3.769 0.538
C 3.580 -3.982 2.944 0.330
C 4.186 -2.862 2.216 -0.158
C 3.505 -1.692 2.004 0.496
H 2.008 -0.454 2.971 0.027
H 0.720 -2.264 3.849 -0.012
H 0.962 -3.137 2.342 0.041
H 1.950 -4.463 4.423 -0.006
H 3.884 -5.070 2.802 -0.039
H 5.249 -3.014 1.975 0.018
H 3.937 -0.945 1.344 0.010
```